1.
The following is a DFT calculation (wB97M-V/def2-TZVPD) of an isolated molecule of C10H17N2OP.

Results
* lowest unoccupied orbital energy (alpha / beta): 0.80 / -2.40 eV
* multiplicity: 3
* HOMO-LUMO gap (alpha / beta): 0.2197 / 0.2251 Eh
* HOMO (alpha / beta): -5.18 / -8.52 eV

Each line ends with the Löwdin spin population.
CARTESIAN COORDINATES (ANGSTROEM)
C  1.32971  -0.94360  -2.77901  0.2614
C  0.37337  -0.35058  -3.57692  0.4463
C  1.05693  -1.22696  -1.44350  0.2563
C  -0.17608  -0.82008  -1.01891  0.3724
C  -0.85849  0.13954  -3.09646  0.1168
C  -0.63878  1.94591  0.94653  0.0011
C  -0.13669  0.81096  3.08904  0.0026
C  1.51575  0.83723  1.28608  0.0086
C  0.33897  -2.12728  1.62676  0.0007
C  0.07642  0.75805  1.57410  0.0201
N  -1.04858  -0.26124  -1.80802  0.1991
N  -2.26544  0.04922  -1.17028  0.0069
O  -1.68624  0.78275  -3.69495  0.2375
P  -0.79285  -0.82275  1.00633  0.0183
H  2.17996  -1.47194  -3.18498  0.0119
H  0.51638  -0.13176  -4.64993  0.0182
H  1.69101  -1.83372  -0.83880  0.0068
H  -1.69714  1.83803  1.14110  0.0003
H  -0.32963  2.96933  1.39132  0.0000
H  -0.66445  1.82929  -0.15497  0.0004
H  0.76881  0.55667  3.58719  0.0002
H  -0.90214  0.05767  3.44901  0.0004
H  -0.48019  1.80021  3.25146  0.0006
H  2.26665  0.14654  1.46903  0.0000
H  1.69388  0.80735  0.14183  0.0055
H  1.83310  1.83122  1.64650  0.0001
H  1.17814  -2.37103  1.07533  -0.0002
H  -0.15064  -3.06930  1.37981  0.0012
H  0.57028  -1.77560  2.55600  -0.0002
H  -2.80811  -0.75663  -1.33338  0.0068
H  -2.75394  0.80250  -1.86730  -0.0004

---

2.
The following is a DFT calculation (wB97M-V/def2-TZVPD) of an isolated molecule of C10H17N3.

Results
* lowest unoccupied orbital energy: 0.95 eV
* multiplicity: 1
* structure (SMILES): CCN1C=CN2C=CCC(C)(C)N21
* HOMO-LUMO gap: 0.2821 Eh
* HOMO: -6.73 eV

Each line ends with the Mulliken charge.
CARTESIAN COORDINATES (ANGSTROEM)
C  2.04147  -0.47106  1.83816  -0.7023
C  2.35088  -0.52237  0.52956  -0.1363
C  1.57674  -0.54098  -1.78394  -0.1812
C  0.39024  -0.43529  -2.34607  -0.5896
C  0.60166  -0.14812  2.24793  -0.6887
C  -0.27285  -0.41423  0.99174  1.2765
C  -1.70226  0.00251  1.43889  -2.0400
C  -0.24703  -1.97519  0.89105  -1.4628
C  -0.94199  2.46055  -1.50598  -1.1847
C  -1.48274  0.98490  -1.66223  -0.6725
N  1.57639  0.00205  -0.52226  -0.1135
N  -0.53771  -0.10721  -1.37340  0.1063
N  0.21378  0.31181  -0.13448  0.0841
H  2.81141  -0.97917  2.53688  0.2134
H  3.39957  -0.64441  0.22443  0.3446
H  2.58660  -0.65664  -2.14597  0.4016
H  0.15717  -1.00066  -3.25807  0.2767
H  0.20941  -0.76482  3.00590  0.4756
H  0.51559  0.96943  2.54274  0.3066
H  -2.41597  -0.61008  0.92187  0.4684
H  -1.80095  0.98184  1.01818  0.4281
H  -1.84876  -0.00958  2.48323  0.4793
H  -0.47895  -2.11278  -0.22977  0.2670
H  -1.11904  -2.21019  1.49755  0.4832
H  0.63681  -2.51225  1.11995  0.3889
H  -0.76992  2.85152  -0.54889  0.2989
H  0.09473  2.43984  -2.09354  0.2290
H  -1.60082  3.10449  -1.99249  0.5221
H  -2.29241  0.95018  -0.94837  0.2831
H  -1.65103  1.05590  -2.74260  0.4385

---

3.
The following is a DFT calculation (wB97M-V/def2-TZVPD) of a cluster of 2 separate species, C10H17N3O in total.

Results
* lowest unoccupied orbital energy (alpha / beta): 0.03 / 0.03 eV
* multiplicity: 1
* HOMO-LUMO gap (alpha / beta): 0.3081 / 0.3081 Eh
* HOMO (alpha / beta): -8.36 / -8.36 eV

Each line ends with the Mulliken charge.
CARTESIAN COORDINATES (ANGSTROEM)
C  -0.50067  -3.13402  0.29881  0.1098
C  -2.50786  -2.72688  -0.37718  -0.3410
C  -1.71185  1.12441  -1.44400  -0.0525
C  -0.67397  0.88604  -0.89284  -0.9007
C  2.19859  1.16038  -1.51046  -1.8717
C  1.05816  2.82860  -0.05027  -1.5544
C  2.63778  1.03532  0.93612  -1.7299
C  -2.84728  -0.91501  1.33750  -0.3996
C  0.42796  0.35754  -0.04945  0.2901
C  1.60844  1.37607  -0.14880  1.8762
N  -1.26048  -3.40330  -0.68187  -0.5714
N  -0.93366  -2.28997  1.27498  -0.9029
N  -2.16469  -1.86321  0.81498  0.5789
O  -0.00236  0.26920  1.30310  -0.6284
H  0.57504  -3.53803  0.51936  0.3395
H  -3.25336  -3.55518  -0.11955  0.2880
H  -2.69065  1.47730  -1.93622  0.3945
H  -2.96590  -2.23798  -1.26598  0.3015
H  2.72263  0.14386  -1.59291  0.3648
H  2.93857  1.87808  -1.83929  0.4797
H  1.37447  1.25234  -2.21356  0.4567
H  0.17197  2.82628  0.68934  0.2461
H  0.69886  2.97805  -1.03079  0.4111
H  1.79852  3.55314  0.35979  0.4008
H  2.70213  1.53694  1.90703  0.3310
H  2.63802  0.01880  1.25345  0.3463
H  3.59459  1.24140  0.42630  0.4222
H  -2.50676  -0.45080  2.19709  0.3081
H  -3.75385  -0.61859  0.88113  0.3086
H  0.89678  -0.58738  -0.45324  0.2683
H  -0.26917  -0.62341  1.40743  0.4305

---

Strongest force on any atom for the records above, in order: 6.86, 4.59, 3.09 eV Å⁻¹
Energy above the lowest of the compared OMol25 structures with the same formula, charge and spin for the records above, in order: 0.0, 91.5, 97.4 kcal/mol